ORCA calculation (ωB97M-V/def2-TZVPD) on a 10-piece molecular cluster, C40H66O17 overall.

Calculated values
SMILES = O=C1CCCO1.O=C1CCCO1.O=C1CCCO1.O=C1CCCO1.O=C1CCCO1.O=C1CCCO1.O=C1CCCO1.C1CCOC1.C1CCOC1.C1CCOC1
gap between HOMO and LUMO = 8.0 eV
E_LUMO = -0.3 eV
highest occupied orbital energy = -8.3 eV

CARTESIAN COORDINATES (ANGSTROEM)
O (-24.42, 3.95, -3.71)
C (-24.02, 3.04, -4.42)
C (-22.69, 2.33, -4.37)
C (-22.59, 1.79, -5.73)
C (-24.06, 1.67, -6.16)
O (-24.75, 2.65, -5.49)
H (-21.94, 3.11, -4.22)
H (-22.61, 1.55, -3.61)
H (-22.07, 2.49, -6.39)
H (-21.96, 0.91, -5.75)
H (-24.19, 1.73, -7.24)
H (-24.54, 0.75, -5.82)
O (-19.28, 2.70, -5.35)
C (-19.57, 1.52, -5.18)
C (-20.36, 0.89, -4.05)
C (-20.32, -0.54, -4.44)
C (-20.05, -0.63, -5.94)
O (-19.44, 0.64, -6.17)
H (-19.74, 1.03, -3.17)
H (-21.36, 1.32, -3.97)
H (-19.56, -1.16, -3.95)
H (-21.28, -0.96, -4.14)
H (-19.46, -1.48, -6.25)
H (-21.02, -0.54, -6.44)
O (-16.67, 3.34, -9.63)
C (-16.81, 2.51, -8.73)
C (-16.90, 1.06, -8.88)
C (-17.62, 0.62, -7.60)
C (-17.09, 1.64, -6.65)
O (-16.85, 2.80, -7.45)
H (-17.41, 0.82, -9.81)
H (-15.88, 0.70, -8.98)
H (-18.69, 0.81, -7.68)
H (-17.39, -0.39, -7.27)
H (-17.89, 1.86, -5.94)
H (-16.16, 1.28, -6.21)
O (-19.82, -2.94, -6.67)
C (-18.63, -2.81, -6.97)
C (-17.86, -3.44, -8.13)
C (-16.50, -2.74, -8.04)
C (-16.47, -2.07, -6.67)
O (-17.80, -2.07, -6.24)
H (-17.66, -4.50, -7.95)
H (-18.46, -3.37, -9.03)
H (-15.67, -3.42, -8.21)
H (-16.55, -1.99, -8.82)
H (-15.79, -2.58, -5.98)
H (-16.08, -1.05, -6.67)
O (-18.78, 6.98, -4.84)
C (-18.84, 5.93, -5.50)
C (-19.94, 4.97, -5.54)
C (-19.73, 4.39, -6.92)
C (-18.21, 4.37, -7.05)
O (-17.90, 5.56, -6.39)
H (-19.73, 4.20, -4.80)
H (-20.90, 5.46, -5.40)
H (-20.18, 3.40, -7.01)
H (-20.23, 5.00, -7.67)
H (-17.69, 3.51, -6.64)
H (-17.79, 4.41, -8.05)
O (-23.96, -0.60, -5.27)
C (-23.47, -0.96, -4.19)
C (-23.44, -2.37, -3.67)
C (-22.94, -2.15, -2.25)
C (-22.15, -0.85, -2.28)
O (-22.80, -0.13, -3.31)
H (-24.42, -2.85, -3.67)
H (-22.71, -3.00, -4.18)
H (-23.77, -1.99, -1.56)
H (-22.32, -2.94, -1.83)
H (-22.34, -0.32, -1.35)
H (-21.07, -0.96, -2.38)
O (-20.36, -3.11, -1.22)
C (-20.16, -3.28, -2.39)
C (-18.89, -3.80, -3.10)
C (-19.08, -3.31, -4.50)
C (-20.59, -3.22, -4.68)
O (-21.06, -3.10, -3.33)
H (-18.04, -3.43, -2.53)
H (-18.90, -4.89, -3.11)
H (-18.55, -2.38, -4.70)
H (-18.76, -4.01, -5.28)
H (-20.84, -2.34, -5.26)
H (-21.01, -4.06, -5.24)
C (-18.66, 4.14, -1.64)
C (-19.09, 2.81, -2.16)
C (-20.18, 3.22, -3.18)
O (-20.62, 4.51, -2.82)
C (-20.03, 4.91, -1.57)
H (-17.95, 4.70, -2.24)
H (-18.19, 3.96, -0.67)
H (-19.51, 2.19, -1.37)
H (-18.31, 2.26, -2.68)
H (-21.06, 2.58, -3.26)
H (-19.74, 3.34, -4.17)
H (-20.68, 4.70, -0.72)
H (-19.94, 5.99, -1.56)
C (-21.25, 2.09, -9.02)
C (-22.07, 0.86, -8.56)
C (-21.02, -0.27, -8.59)
O (-19.77, 0.45, -8.40)
C (-19.95, 1.84, -8.25)
H (-21.66, 3.05, -8.71)
H (-21.19, 2.05, -10.10)
H (-22.91, 0.61, -9.22)
H (-22.44, 1.00, -7.55)
H (-20.95, -0.64, -9.61)
H (-21.25, -0.94, -7.75)
H (-19.13, 2.38, -8.73)
H (-20.07, 2.11, -7.20)
C (-16.68, -0.80, -2.58)
C (-16.84, -1.42, -3.91)
C (-16.31, -0.31, -4.87)
O (-16.64, 0.88, -4.20)
C (-17.10, 0.67, -2.87)
H (-15.66, -0.86, -2.20)
H (-17.29, -1.26, -1.80)
H (-17.89, -1.65, -4.08)
H (-16.25, -2.33, -4.06)
H (-16.71, -0.29, -5.88)
H (-15.22, -0.38, -4.92)
H (-18.18, 0.79, -2.78)
H (-16.62, 1.39, -2.21)